C34H26F6N10O5S2Sc | the ωB97M-V functional and the def2-TZVPD basis

Output
Multiplicity ... 1
Net charge ... +1
LUMO energy ... -0.09839 Ha
Energy ... -119490.5401 eV
Frontier orbital gap ... 8.3156 eV
Relative energy (zero: lowest compared OMol25 entry of this formula, charge and spin) ... 23.1 kcal per mole

XYZ file:
```
84
C34H26F6N10O5S2Sc | the Open Molecules 2025 dataset | the ωB97M-V functional and the def2-TZVPD basis
N 2.70 -2.15 -0.10
H 7.86 0.36 0.97
C -1.20 1.73 -1.30
C 4.49 -0.01 -0.87
C -5.76 -0.84 0.87
C -0.81 -2.50 3.43
C 4.12 -2.28 0.22
H -2.24 3.51 -3.84
H 1.06 2.70 -2.36
H -3.90 2.95 2.65
H -2.50 -2.67 2.33
C -3.35 2.06 2.93
C -2.66 0.46 4.57
C 1.68 -1.86 0.70
H 1.33 -4.08 5.53
O -5.26 -4.23 -2.41
F -5.99 0.46 1.00
C 5.28 1.12 -1.08
N 5.54 3.11 -2.52
H -1.77 4.17 -2.27
C 0.02 -3.49 3.94
C -2.62 1.36 1.97
H -1.03 2.38 -0.46
H 1.06 -1.95 6.76
N -1.45 2.14 -2.54
C -1.43 0.06 -2.58
H -2.65 1.75 0.96
F -2.54 -4.42 -0.13
C 6.12 -0.86 0.67
C -2.90 -3.90 -1.30
H 0.13 -4.43 3.41
H -1.32 -3.70 1.91
H 3.23 5.09 -5.14
C 1.05 3.41 -3.17
C -0.99 -1.30 4.11
C -0.14 3.91 -3.67
H 3.56 -0.11 -1.41
H 4.51 -3.06 -0.43
C 4.84 2.17 -1.98
F -2.05 -2.82 -1.52
F -2.63 -4.78 -2.25
C 3.51 3.36 -3.15
C 6.91 0.26 0.45
S -4.77 -3.47 -1.33
Sc -1.54 -1.03 0.50
H -1.50 -0.95 -2.96
H 1.76 -1.69 1.76
C -0.12 4.83 -4.70
C 4.91 -1.00 0.01
C 2.28 4.77 -4.74
C -0.30 -1.13 5.31
N -4.76 -1.88 -1.64
N 4.69 3.87 -3.26
O -3.93 0.28 -0.72
F -6.86 -1.44 0.49
C 0.54 -2.11 5.82
N 0.56 -1.83 -0.02
F -5.33 -1.32 2.03
C -3.40 1.58 4.23
C -1.88 0.21 2.27
O -3.34 -1.75 0.42
H -4.00 2.08 4.97
C 1.08 5.26 -5.24
S -4.37 -1.04 -0.39
C 0.70 -3.30 5.13
H -0.40 -0.19 5.85
H 4.21 -2.60 1.26
C 6.50 1.25 -0.42
C 2.26 3.84 -3.71
H 6.45 -1.63 1.36
H 1.09 5.98 -6.04
C -1.88 -0.21 3.62
O -5.20 -3.72 0.01
N -1.49 -2.75 2.18
H 7.10 2.13 -0.60
C 0.99 -2.12 -1.29
H -1.06 5.22 -5.09
N -1.17 0.40 -1.28
H 0.34 -2.20 -2.14
C -1.48 3.49 -3.07
N -1.59 1.09 -3.36
O 3.53 2.26 -2.34
N 2.27 -2.32 -1.36
H -2.70 0.08 5.58
```

Mulliken population analysis, charges in e, atoms 1 to 2: atom 1 (N): 0.8014, atom 2 (H): 0.4137



C34H26F6N3OPPbSb | the ωB97M-V functional and the def2-TZVPD basis

Output
Multiplicity ... 2
Net charge ... 0
LUMO energy (spin up / spin down) ... -0.01159 / -0.05160 Ha
Energy ... -79578.5016 eV
Frontier orbital gap (spin up / spin down) ... 6.8957 / 7.0271 eV
Relative energy (zero: lowest compared OMol25 entry of this formula, charge and spin) ... 61.3 kcal per mole

XYZ file:
```
73
C34H26F6N3OPPbSb | the Open Molecules 2025 dataset | the ωB97M-V functional and the def2-TZVPD basis
H -1.30 -2.49 -1.37
C 0.21 -2.01 5.22
F -2.00 -3.98 0.99
C 1.93 -0.44 3.78
H 3.65 -2.82 -0.74
Sb -0.12 -3.63 1.38
C 0.48 2.75 -4.64
C 1.55 -1.95 5.59
H -5.73 -0.49 -1.99
C -4.16 0.11 -0.66
F 1.57 -2.80 1.91
C -0.20 -1.26 4.13
C -4.66 -0.35 -1.89
C -1.91 0.04 -1.62
H 1.84 6.27 -0.77
C 2.42 -1.16 4.86
P -0.10 0.20 -1.50
C -4.56 0.77 1.64
C 2.00 -1.58 -1.22
C 0.33 -3.81 -0.76
C 1.82 -4.02 -0.93
H 1.68 -0.05 -6.13
Pb 0.07 0.59 1.25
F -0.70 -1.70 1.20
C 0.92 0.06 -4.13
C -2.31 0.78 0.77
C -0.27 3.76 -0.01
F 2.29 -4.82 0.12
H -0.25 -4.70 -1.04
H -1.22 -1.30 3.77
C 2.87 0.39 2.94
H 1.91 -2.52 6.43
C 1.80 3.34 0.90
H 3.53 -0.30 2.40
C -3.83 -0.61 -2.94
C 0.36 0.87 -3.14
H -0.28 2.85 -2.64
C 0.55 -1.49 -1.48
F -0.61 -3.40 3.20
C 1.47 5.34 -0.35
H -1.79 -0.63 -3.63
F 0.14 -5.48 1.83
H -0.54 5.58 -1.10
H -1.30 3.41 -0.13
C -3.17 0.98 1.81
H 0.31 3.80 -4.84
H 1.30 2.35 -6.59
C 2.68 2.47 1.77
H -4.22 -0.97 -3.88
C 1.04 1.94 -5.62
H -0.50 -2.63 5.74
N 0.65 -0.49 3.45
H -6.09 0.16 0.29
C -0.22 -2.56 -1.31
H 3.33 4.77 0.60
H 2.05 -4.60 -1.83
N 2.19 1.25 2.01
O 3.73 2.94 2.19
N 0.53 2.96 0.69
C -2.75 0.32 -0.50
C 0.15 2.22 -3.41
H -5.22 0.93 2.47
C 2.30 4.52 0.39
C -2.45 -0.42 -2.80
H -2.81 1.30 2.78
H 3.51 1.00 3.60
H 1.10 -0.99 -3.93
C 1.26 0.59 -5.36
H 3.47 -1.11 5.11
C -5.03 0.35 0.43
C 2.59 -2.73 -0.95
H 2.57 -0.65 -1.25
C 0.15 4.96 -0.55
```

Mulliken population analysis, charges in e, atoms 1 to 2: atom 1 (H): 0.4217, atom 2 (C): -0.7283



C34H26N9RhSe | the ωB97M-V functional and the def2-TZVPD basis

Output
Multiplicity ... 5
Net charge ... +2
LUMO energy (spin up / spin down) ... -0.23338 / -0.32435 Ha
Energy ... -117423.5529 eV
Frontier orbital gap (spin up / spin down) ... 4.7905 / 4.8090 eV
Relative energy (zero: lowest compared OMol25 entry of this formula, charge and spin) ... 63.5 kcal per mole

XYZ file:
```
71
C34H26N9RhSe | the Open Molecules 2025 dataset | the ωB97M-V functional and the def2-TZVPD basis
C 0.78 -3.22 -3.40
H 4.58 -0.82 2.65
C -3.23 2.89 -0.65
H 0.73 4.10 4.48
H 1.98 1.41 -1.07
C -4.35 2.05 -0.55
N -0.02 1.00 1.97
C 0.18 5.63 -0.83
H -1.44 -0.79 1.55
N 2.06 -0.78 0.40
N -2.67 -1.23 -0.14
C 0.70 2.95 -0.73
H -0.28 -2.92 1.59
H -1.04 -0.34 -2.82
H -3.33 3.96 -0.70
C -2.93 0.16 -0.44
H -0.42 0.70 5.28
N 2.74 -5.27 -2.53
H -5.09 -0.03 -0.53
H -3.48 -1.44 0.52
C -0.27 3.56 4.58
H 0.04 3.09 1.71
C 1.59 -1.99 -1.51
C -0.22 -1.09 -2.70
C 2.60 -4.12 -1.89
C 2.43 -1.82 -0.41
H 5.13 -3.03 1.28
C -1.88 2.37 -0.69
C 1.73 -3.06 -2.42
H -1.12 4.26 4.37
H -0.09 6.67 -1.23
H 0.50 1.37 -1.90
N 0.63 -0.97 -1.65
C -1.44 -1.43 0.65
C -2.56 -4.29 -2.26
C -1.41 -3.75 -0.12
C 2.89 -0.43 1.44
C -0.18 -2.20 -3.57
H -1.05 -4.81 -0.06
H -5.36 2.49 -0.49
N -0.27 2.33 3.77
C -0.68 3.33 -0.75
H -1.80 5.12 -1.13
C 3.48 -3.92 -0.65
H 2.74 3.59 -0.19
H -0.30 3.26 5.67
C -0.29 0.97 4.16
N -2.87 -5.02 -3.10
N 4.29 -4.89 -0.44
H 0.16 -0.88 3.05
H 2.61 0.53 1.87
C -0.84 4.65 -0.91
C 3.53 -2.64 -0.03
C 4.35 -2.31 1.07
C -0.03 0.18 3.09
C -2.85 -2.11 -1.20
C -4.20 0.63 -0.51
C 3.99 -1.17 1.76
H 0.87 -4.08 -4.07
N 0.97 1.66 -1.02
C 1.43 5.28 -0.43
H 2.18 5.98 -0.10
C 1.68 3.86 -0.38
H -0.89 -2.31 -4.47
C -2.33 -3.39 -1.13
H -3.42 -1.76 -2.07
Se 3.99 -6.32 -1.61
Rh 0.06 0.11 0.02
C -0.15 2.25 2.38
C -1.76 0.98 -0.62
C -1.02 -2.75 0.81
```

Mulliken population analysis, charges in e, atoms 1 to 2: atom 1 (C): -0.4931, atom 2 (H): 0.3645



C34H27BrF4N2O | the ωB97M-V functional and the def2-TZVPD basis

Output
SMILES string ... O=C(Br)Cc1cccc2nccnc12.Fc1ccccc1.Fc1ccccc1.Fc1ccccc1.Fc1ccccc1
Multiplicity ... 1
Net charge ... 0
LUMO energy ... -0.03279 Ha
Energy ... -121630.2296 eV
Frontier orbital gap ... 7.5991 eV
Relative energy (zero: lowest compared OMol25 entry of this formula, charge and spin) ... 130.8 kcal per mole

XYZ file:
```
69
C34H27BrF4N2O | the Open Molecules 2025 dataset | the ωB97M-V functional and the def2-TZVPD basis
C 2.60 -0.71 -1.72
C -1.89 4.79 -0.54
C -0.62 5.47 1.39
H 8.48 -0.99 1.44
C -3.52 -3.18 -0.91
C 8.81 0.69 2.73
H -2.01 -3.31 -2.42
C -9.50 -1.96 2.42
C -4.00 -3.53 -3.24
H -8.16 0.49 0.48
C -8.83 -1.42 -0.21
H -6.08 -3.69 -3.74
H 10.88 -1.68 1.49
C 11.46 -0.09 2.80
C -5.80 -3.38 -1.63
C -1.77 5.98 1.98
C -2.99 5.88 1.31
H -8.78 0.03 2.85
H -5.20 -3.07 0.42
F 7.52 1.06 2.70
C -8.95 -0.73 2.08
C 5.81 -1.40 -1.68
N 0.19 -0.77 -0.59
H -4.00 5.21 -0.47
C -5.36 -3.55 -2.95
H 1.46 -3.93 -1.93
H 4.72 -1.14 -3.70
F 0.43 4.41 -0.43
H 0.61 1.91 -0.02
H -3.66 -3.67 -4.26
F -2.63 -2.99 0.08
C 3.93 1.72 -1.69
H -3.89 6.27 1.77
H -6.86 -3.39 -1.41
C 9.21 -0.43 2.02
C 10.55 -0.81 2.05
H 12.51 -0.39 2.83
H 11.76 1.59 4.12
C 0.29 -2.14 -0.98
H 5.83 0.26 -3.23
O 6.00 -2.63 -1.78
C 3.84 0.22 -2.06
C 11.05 1.03 3.52
H 9.37 2.29 4.03
C -3.05 5.29 0.05
C -3.08 -3.34 -2.22
C 5.08 -0.50 -2.83
H -9.77 -2.17 3.45
H 4.85 2.35 -1.97
C -0.69 4.89 0.14
H -9.55 -3.39 -0.66
C 2.71 2.35 -0.92
H -1.92 4.33 -1.52
C 1.50 1.44 -0.58
H 2.74 3.45 -0.60
H 0.34 5.53 1.90
C 1.40 -0.09 -0.97
H -1.73 6.45 2.96
Br 6.37 -0.35 -0.05
N 2.67 -2.09 -2.10
H -0.61 -2.83 -0.72
C 1.50 -2.81 -1.70
C -9.38 -2.65 0.12
C -9.72 -2.92 1.44
F -8.50 -1.17 -1.48
C -8.60 -0.46 0.76
C 9.71 1.42 3.49
H -10.15 -3.88 1.71
C -4.88 -3.20 -0.61
```

Mulliken population analysis, charges in e, atoms 1 to 2: atom 1 (C): 0.4111, atom 2 (C): -0.3598